The following is a quantum chemistry calculation of C30H44BrClMnN2P2 as an isolated structure in a non-equilibrium geometry, from the OMol25 dataset.

Results
- frontier orbital gap (spin up / spin down) (eV) = 6.65 / 6.59
- E_LUMO (spin up / spin down) (eV) = -6.49 / -6.76
- HOMO level (spin up / spin down) (eV) = -13.1380 / -13.3494
- M (g mol⁻¹) = 664.94
- energy relative to the best compared isomer or geometry (same formula, charge and spin) (eV) = 0.716
- ⟨S²⟩ = 8.783
- net charge = +2
- 2S+1 = 6

CARTESIAN COORDINATES (ANGSTROEM)
N (2.870339, -1.678171, -8.061902)
C (1.654444, -2.104337, -7.748892)
C (1.120770, -2.010121, -6.452698)
C (1.881998, -1.429514, -5.393887)
C (3.181235, -0.990143, -5.782881)
C (3.612729, -1.139910, -7.106906)
C (1.351800, -1.245014, -4.022132)
Mn (-0.554747, -0.004677, 0.337636)
P (-1.579573, 2.185247, 1.348190)
C (1.955969, -0.477670, -3.030891)
C (1.229896, 0.253743, -2.041364)
C (1.467321, 1.627445, -1.837066)
C (0.410943, 2.519502, -2.143649)
C (-0.845021, 2.011419, -2.529982)
C (-1.191221, 0.697129, -2.059967)
C (-0.136420, -0.226234, -1.676566)
Br (-2.079237, 3.073520, -3.339857)
H (0.380019, -1.740938, -3.850569)
H (3.028838, -0.204866, -3.164882)
H (0.114859, -2.379095, -6.276885)
H (3.873950, -0.515845, -5.086897)
H (1.061804, -2.536056, -8.548330)
H (4.604427, -0.804431, -7.413842)
H (2.470473, 2.009850, -1.572245)
H (-0.344437, -1.321190, -1.672375)
H (0.579747, 3.593332, -2.132868)
H (-2.258458, 0.456442, -2.008483)
P (1.205441, -1.147620, 1.679847)
C (-2.913620, 3.554057, 1.263221)
C (-3.025401, 4.920665, 1.962132)
H (-3.839562, 3.026952, 1.523927)
H (-2.945172, 3.808275, 0.186442)
H (-3.758669, 5.504617, 1.393180)
H (-3.415519, 4.943614, 2.986417)
H (-2.117234, 5.520035, 1.949814)
C (-0.124331, 3.169522, 1.865897)
C (0.027297, 4.127166, 3.051134)
H (0.141228, 3.741876, 0.957382)
H (0.706954, 2.461524, 2.003233)
H (1.013780, 4.601759, 2.899086)
H (-0.705045, 4.942334, 3.109398)
H (0.089171, 3.600891, 4.016991)
C (-2.080770, 1.072003, 2.741148)
C (-2.717105, 1.510554, 4.062960)
H (-1.199015, 0.470097, 3.010176)
H (-2.805907, 0.379013, 2.283255)
H (-2.617039, 0.657153, 4.757039)
H (-2.227699, 2.372024, 4.546724)
H (-3.796466, 1.693737, 3.947465)
C (1.046088, -1.969835, 3.356571)
C (2.092593, -3.007014, 3.777601)
H (0.054001, -2.437151, 3.415590)
H (1.034365, -1.160897, 4.104000)
H (1.967350, -3.959021, 3.246714)
H (3.115248, -2.660844, 3.589397)
H (2.008473, -3.220308, 4.855753)
C (2.157710, 0.362934, 2.153305)
C (3.223805, 0.857224, 1.192780)
H (2.547158, 0.283030, 3.179011)
H (1.356805, 1.114720, 2.201674)
H (3.891362, 0.050948, 0.859817)
H (2.774240, 1.304516, 0.298314)
H (3.830828, 1.637578, 1.685809)
C (2.239070, -2.240976, 0.621238)
C (1.638776, -3.642817, 0.414503)
H (3.281493, -2.300056, 0.983362)
H (2.322839, -1.715018, -0.343230)
H (1.636684, -3.889483, -0.654708)
H (2.218897, -4.418682, 0.934171)
H (0.600950, -3.707478, 0.782589)
Cl (-5.411091, -2.283404, -1.402794)
C (-4.167147, -2.341285, -0.222542)
C (-3.918656, -3.505434, 0.513945)
C (-2.843283, -3.486656, 1.410283)
C (-1.990127, -2.396770, 1.443312)
N (-2.173425, -1.335751, 0.627890)
C (-3.350718, -1.216232, -0.055638)
H (-4.549255, -4.379701, 0.369639)
H (-2.657232, -4.301010, 2.096713)
H (-1.134136, -2.340382, 2.114376)
H (-3.601428, -0.244407, -0.476130)

Atomic forces in eV per Å
-0.1570 -0.1434 -0.3094
-0.1956 0.1692 0.9252
0.3379 0.2808 0.6920
1.0339 -0.1940 -1.0530
-0.3630 -0.0728 0.0356
-0.0769 0.1320 0.7042
0.2644 0.2855 0.5635
-0.6193 0.6386 1.1486
-0.4798 1.6480 1.6950
1.5498 -1.1051 -1.0484
-2.8008 -1.3336 0.1483
-0.4655 1.2145 0.0698
0.8186 -1.0740 0.3798
0.4404 -2.1239 2.0782
0.9484 0.9985 -0.5372
0.7475 1.0808 -2.6872
-0.9109 0.7236 -0.3979
0.2869 0.7831 -0.1052
-1.0287 0.0962 -0.1295
0.0774 0.0420 0.0548
-0.2676 -0.1691 -0.1005
0.0403 0.0114 0.0589
-0.2146 -0.0465 0.2055
-0.5953 -0.1740 -0.8228
0.1641 0.7620 -0.2786
0.0722 -0.1829 -0.1578
0.5057 -0.1991 -0.1972
1.0709 -0.2896 0.8002
-0.5278 -0.6810 -1.0091
0.2798 0.5439 0.3540
0.0406 -0.1243 -0.4536
-0.1516 -0.4432 0.3435
0.0985 -0.2427 -0.0463
0.3053 -0.5291 -0.1071
0.0015 -0.1149 -0.1423
1.0093 0.0429 -0.2381
0.1980 0.2905 0.3784
-0.1575 -0.2868 0.1142
-0.3690 0.4295 -0.4189
-0.4025 -0.0969 0.2207
0.2290 -0.5281 0.0614
-0.2453 0.1758 -0.3320
-0.3988 -0.1148 0.2518
-0.0115 0.1361 0.4744
0.0776 -0.0191 -0.3224
0.3856 0.1043 0.0603
-0.1548 0.4031 -0.1702
-0.2491 -0.2618 -0.3218
0.4413 0.1814 0.0436
-0.6174 -0.1017 0.1187
0.3446 -0.1748 -0.1687
0.2849 0.0952 0.1603
-0.0764 -0.0444 -0.3833
-0.0091 0.2746 0.1022
-0.1476 -0.0042 0.0884
-0.0407 0.1625 -0.4320
-0.1512 0.1322 0.2657
0.4168 0.2351 -0.2179
-0.0209 -0.2577 -0.3425
0.5254 -0.3822 0.3146
-0.0750 0.2662 0.1699
0.1378 -0.1475 0.2870
-0.2129 -0.3785 -0.2881
0.6121 0.2929 -0.0792
-0.1811 -0.1795 -0.0270
-0.4959 0.0332 0.0955
-0.0968 -0.1052 0.2151
-0.0555 -0.0383 0.3088
-0.2077 0.3240 -0.1611
0.2830 -0.0512 -0.1875
-0.1435 0.0440 0.2040
0.2326 0.2499 0.1235
0.5102 0.4758 -0.0021
-0.3784 0.0305 0.0359
-0.2701 0.1180 -0.8267
-1.6031 0.2452 0.4738
1.0212 -1.2386 0.3167
0.1169 0.1716 0.1500
-0.0855 -0.1373 -0.1288
-0.3616 -0.2155 -0.4494
0.1626 -0.3175 -0.2112

Charges computed using Mulliken, reported in e: N -0.541; C -0.328; C -0.462; C 0.510; C -0.447; C -0.364; C -0.008; Mn 0.993; P 1.151; C -0.892; C 1.681; C -1.643; C -0.374; C -0.435; C -0.130; C -1.438; Br -0.038; H 0.382; H 0.295; H 0.352; H 0.284; H 0.372; H 0.372; H 0.829; H 1.150; H 0.568; H 0.786; P 0.555; C -0.710; C -1.364; H 0.447; H 0.437; H 0.379; H 0.339; H 0.341; C -0.126; C -1.472; H 0.374; H 0.116; H 0.419; H 0.256; H 0.333; C -0.011; C -1.430; H -0.095; H 0.119; H 0.433; H 0.293; H 0.329; C -0.732; C -1.458; H 0.477; H 0.551; H 0.307; H 0.356; H 0.411; C -0.044; C -0.866; H 0.573; H -0.760; H 0.323; H -0.061; H 0.496; C -0.369; C -1.349; H 0.672; H -0.016; H 0.343; H 0.356; H 0.264; Cl -0.153; C -0.227; C -0.385; C -0.785; C 0.173; N 0.360; C -0.614; H 0.487; H 0.491; H -0.025; H 0.616